A 2-piece molecular cluster, C4H13N2O2 overall in a non-equilibrium geometry, computed with ωB97M-V with the def2-TZVPD basis set.

Each line ends with the Löwdin charge.
Cartesian coordinates (Å):
N: -0.77373 -0.54587 -0.67774  0.240
C: -0.68641 0.40426 0.49928  -0.240
C: 0.07648 -0.29173 1.71629  -0.015
C: -0.15610 -1.75896 2.00438  -0.064
O: -0.99793 -2.39905 1.45891  0.265
C: -0.11952 1.75780 0.05719  -0.168
N: -0.81668 2.09784 -1.16312  0.141
H: -1.17822 -1.41725 -0.32487  0.149
H: 0.11799 -0.72927 -1.16829  0.150
H: -1.35992 -0.03230 -1.35141  0.169
H: -1.76144 0.59187 0.78154  0.185
H: 1.11497 -0.05166 1.43555  0.148
H: -0.23788 0.32307 2.59056  0.173
H: 0.48120 -2.23472 2.80455  0.220
H: -0.37173 2.51591 0.82833  0.165
H: 0.95848 1.77561 0.14384  0.140
H: -0.20999 2.20215 -1.98197  0.143
H: -1.38191 2.93600 -1.15896  0.137
H: 2.42084 -1.93848 -2.92775  0.069
H: 2.81595 -1.57046 -1.48422  0.047
O: 2.06555 -1.63475 -2.08208  -0.055

Summary:
LUMO level (spin up / spin down) = -0.3196 / -0.5266 hartree
gap between HOMO and LUMO (spin up / spin down) = 0.3622 / 0.1269 Eh
energy above the lowest of the compared OMol25 structures with the same formula, charge and spin = 189.5 kJ/mol
multiplicity = 2
charge = +2
molecular weight = 121.2 g/mol